Entry 1:
# C23H44NOsP3Se

A molecular structure, C23H44NOsP3Se (the ωB97M-V functional and the def2-TZVPD basis, the OMol25 dataset).

Positions of all 73 atoms, in Å:
Os: -0.122 -0.406 0.188
P: -1.320 -2.123 0.795
P: 1.363 -0.639 1.982
P: 1.234 -1.384 -1.208
H: -3.579 2.266 -3.896
C: -3.206 1.213 -4.050
C: -2.557 0.402 -3.171
H: -1.945 0.737 -2.362
C: -2.716 -1.904 1.960
C: -0.464 -3.546 1.592
C: -2.061 -2.976 -0.649
C: 2.536 0.714 2.337
C: 0.574 -0.803 3.626
C: 2.598 -2.011 1.982
C: 0.580 -1.174 -2.907
C: 1.672 -3.151 -1.032
C: 2.943 -0.673 -1.303
H: -3.459 0.819 -5.059
H: -2.622 -0.698 -3.260
H: -3.547 -1.391 1.470
H: -2.412 -1.358 2.855
H: -3.070 -2.887 2.277
H: -0.044 -3.274 2.563
H: 0.325 -3.943 0.954
H: -1.203 -4.335 1.750
H: -2.472 -2.235 -1.354
H: -2.892 -3.606 -0.292
H: -1.327 -3.616 -1.168
H: 3.230 0.359 3.110
H: 2.009 1.591 2.721
H: 3.107 0.985 1.444
H: 1.330 -1.166 4.337
H: -0.275 -1.495 3.636
H: 0.224 0.175 3.971
H: 3.204 -1.912 2.889
H: 3.284 -1.942 1.133
H: 2.138 -3.002 2.004
H: 1.259 -1.659 -3.626
H: 0.492 -0.106 -3.171
H: -0.424 -1.623 -2.992
H: 2.376 -3.430 -1.826
H: 0.798 -3.804 -1.117
H: 2.167 -3.352 -0.076
H: 3.505 -1.241 -2.062
H: 3.468 -0.744 -0.340
H: 2.883 0.381 -1.608
C: 0.877 2.734 -2.574
C: -0.339 2.639 -3.292
C: -0.312 2.686 -4.694
C: 0.896 2.906 -5.353
C: 2.092 2.873 -4.642
C: 2.085 2.638 -3.268
Se: 1.327 2.915 -0.592
H: 0.211 1.861 -0.445
H: -1.300 2.546 -2.780
H: -1.235 2.545 -5.268
H: 0.882 3.086 -6.422
H: 3.056 3.014 -5.120
H: 3.008 2.410 -2.710
N: -1.508 1.049 1.031
C: -1.461 1.697 2.362
C: -2.271 1.267 3.417
C: -1.985 1.785 4.700
C: -0.970 2.741 4.889
C: -0.237 3.212 3.801
C: -0.554 2.740 2.525
H: -2.440 0.657 0.890
H: -1.339 1.768 0.324
H: -3.083 0.534 3.172
H: -2.619 1.395 5.507
H: -0.839 3.150 5.899
H: 0.538 3.958 3.952
H: -0.059 3.164 1.644

Properties
**Gap between HOMO and LUMO (alpha / beta)**: 0.187 / 0.091 Ha
**Relative energy (zero: lowest compared OMol25 entry of this formula, charge and spin)**: 69.6 kcal per mole
**HOMO level (alpha / beta)**: -18.2 / -19.2 eV
**2S+1**: 5
**Charge**: +4
**Energy**: -121688.2451 eV

---

Entry 2:
# C17H21AuFN4S

A molecular structure, C17H21AuFN4S (the ωB97M-V functional and the def2-TZVPD basis, the OMol25 dataset).

Positions of all 45 atoms, in Å:
Au: 0.051 -0.530 0.532
C: 2.561 0.218 -4.768
C: 2.924 0.178 -3.429
C: 1.951 0.114 -2.451
C: 0.606 0.088 -2.814
C: 0.238 0.128 -4.166
C: 1.218 0.197 -5.133
N: -0.340 0.041 -1.799
N: -1.543 -0.016 -2.032
C: -2.405 -0.061 -0.963
C: -3.775 -0.038 -1.226
C: -4.682 -0.065 -0.182
C: -4.234 -0.096 1.130
C: -2.870 -0.126 1.411
C: -1.972 -0.136 0.379
H: 3.325 0.267 -5.532
H: 3.969 0.194 -3.152
H: 2.215 0.073 -1.401
H: -0.813 0.104 -4.417
H: 0.941 0.230 -6.178
H: -4.088 -0.009 -2.259
H: -5.743 -0.056 -0.388
H: -4.941 -0.116 1.948
H: -2.532 -0.150 2.440
C: 1.395 -2.849 5.767
C: 0.544 -1.592 5.650
N: 0.590 -1.081 4.273
C: 0.736 0.165 3.858
S: 1.365 0.482 2.258
N: 0.490 1.244 4.583
C: -0.119 1.443 5.900
C: 0.893 1.945 6.921
H: 1.533 -3.094 6.818
H: 2.377 -2.688 5.322
H: 0.922 -3.699 5.275
H: 0.938 -0.828 6.316
H: -0.488 -1.811 5.931
H: 0.767 -1.783 3.569
H: 0.756 2.097 4.112
H: -0.593 0.524 6.231
H: -0.903 2.190 5.766
H: 1.685 1.216 7.094
H: 0.394 2.140 7.869
H: 1.355 2.872 6.579
F: 0.182 -2.252 -0.587

Properties
**Gap between HOMO and LUMO**: 0.216 Ha
**Relative energy (zero: lowest compared OMol25 entry of this formula, charge and spin)**: 69.1 kcal per mole
**HOMO level**: -11.4 eV
**Charge**: +1
**Energy**: -41166.0784 eV

---

Entry 3:
# C5H6N2O5

A gas-phase ion, C5H6N2O5 (charge -2) (the ωB97M-V functional and the def2-TZVPD basis, the OMol25 dataset).

Positions of all 18 atoms, in Å:
O: 2.724 0.507 0.075
C: 1.861 1.089 0.681
O: 1.846 1.623 1.822
N: 0.471 1.107 0.222
C: -0.594 0.591 1.114
C: -0.727 -0.922 0.945
C: -0.111 -1.124 -0.525
O: 1.152 -1.663 -0.382
N: 0.075 0.169 -1.109
C: -0.969 0.578 -2.067
O: -1.057 1.831 -2.217
O: -1.619 -0.352 -2.586
H: -1.578 1.194 0.881
H: -0.354 0.921 2.130
H: -0.321 -1.530 1.734
H: -1.862 -1.148 1.045
H: -0.629 -1.982 -1.215
H: 1.694 -0.889 -0.549

Properties
**Gap between HOMO and LUMO**: 0.283 Ha
**Relative energy (zero: lowest compared OMol25 entry of this formula, charge and spin)**: 0.0 kcal per mole
**SMILES**: O=C([O-])N1CC[C@H](O)N1C(=O)[O-]
**HOMO level**: -1.1 eV
**Charge**: -2
**Energy**: -18498.6414 eV

---

Entry 4:
# C25H24IrN13OP

A molecular structure, C25H24IrN13OP (the ωB97M-V functional and the def2-TZVPD basis, the OMol25 dataset).

Positions of all 65 atoms, in Å:
Ir: 0.029 0.046 0.123
N: 2.487 2.516 0.061
C: 2.877 1.219 -0.074
N: 4.128 0.840 -0.230
N: 4.081 -0.497 -0.292
N: 2.880 -0.919 -0.178
N: 2.055 0.156 -0.040
C: 1.183 2.907 0.096
N: 0.789 4.160 0.067
N: -0.549 4.105 0.149
N: -0.955 2.898 0.231
N: 0.130 2.072 0.184
H: 3.197 3.231 0.033
C: -8.617 -10.564 0.067
O: -8.954 -9.183 0.088
C: -7.968 -8.272 0.085
C: -6.608 -8.570 0.076
C: -5.680 -7.544 0.039
C: -6.080 -6.212 0.021
C: -7.448 -5.924 0.049
C: -8.378 -6.936 0.084
C: -5.063 -5.167 -0.014
N: -3.764 -5.372 -0.018
C: -3.191 -4.134 -0.036
C: -4.153 -3.148 -0.030
N: -5.347 -3.824 -0.027
C: -3.853 -1.758 -0.009
C: -4.797 -0.717 0.019
C: -4.350 0.572 0.019
C: -2.974 0.827 0.032
N: -2.060 -0.132 0.036
C: -2.486 -1.432 -0.010
C: -1.476 -2.444 -0.074
N: -0.177 -2.020 -0.120
C: 0.773 -2.939 -0.235
C: 0.512 -4.313 -0.269
C: -0.778 -4.758 -0.176
C: -1.802 -3.806 -0.087
H: -9.562 -11.096 0.057
H: -8.049 -10.844 0.956
H: -8.047 -10.817 -0.829
H: -6.267 -9.595 0.095
H: -4.621 -7.760 0.018
H: -7.803 -4.900 0.040
H: -9.439 -6.729 0.106
H: -6.267 -3.420 -0.050
H: -5.858 -0.930 0.042
H: -5.038 1.405 0.014
H: -2.599 1.842 0.063
H: 1.787 -2.566 -0.300
H: 1.336 -5.003 -0.371
H: -1.022 -5.812 -0.186
C: -0.125 0.820 3.644
P: 0.153 -0.456 2.400
C: 1.814 -1.063 2.769
C: -0.901 -1.823 2.952
H: 0.081 0.406 4.630
H: -1.155 1.174 3.600
H: 0.538 1.665 3.453
H: 1.830 -1.485 3.775
H: 2.526 -0.240 2.708
H: 2.107 -1.822 2.046
H: -0.638 -2.073 3.979
H: -0.756 -2.697 2.320
H: -1.950 -1.526 2.905

Properties
**Gap between HOMO and LUMO**: 0.222 Ha
**Relative energy (zero: lowest compared OMol25 entry of this formula, charge and spin)**: 6.4 kcal per mole
**HOMO level**: -10.5 eV
**Charge**: +1
**Energy**: -59857.5841 eV